Entry from OMol25: 7 unconnected molecules or ions with the total composition C6H27N5O7 at a distorted geometry (ωB97M-V/def2-TZVPD).

Last column: Löwdin charge in e.
Geometry (Å):
H 3.656 2.560 -0.784  0.054
H -0.567 1.004 -1.161  -0.010
H -3.231 1.432 0.478  -0.007
H 1.917 2.127 0.311  0.061
N 2.351 2.468 1.157  0.166
C 0.263 -2.277 -0.177  -0.197
C 3.486 3.099 1.109  -0.782
H 0.875 -2.632 -3.196  0.070
O -1.646 0.151 1.397  0.061
H -1.675 -4.079 -1.367  0.074
H -1.649 -3.144 -2.920  0.068
O 3.765 3.755 2.094  0.004
C 2.002 -1.488 1.256  -0.122
C -1.549 -3.102 -1.835  -0.038
N 4.160 2.989 -0.020  0.173
H 1.551 1.559 -1.677  -0.001
O 2.269 2.115 -1.981  -0.045
C -2.356 -0.143 2.276  -0.770
H 0.003 -1.442 -1.925  0.119
H -3.083 -2.019 1.858  0.121
N -3.068 -1.255 2.519  0.187
H -2.339 0.848 -2.650  0.089
H 1.667 -2.882 -1.814  0.058
H -0.531 -1.704 0.302  0.094
H 2.181 -2.453 1.730  0.085
C -0.124 -2.480 -1.617  -0.450
H -3.518 -1.173 3.419  0.107
O -3.703 1.973 -0.156  -0.056
O 0.159 0.960 -0.539  -0.058
H 0.308 -3.169 0.448  0.125
O 1.581 -1.661 -0.066  -0.200
H -1.945 1.561 3.223  0.131
H 1.375 -0.806 1.829  0.084
H 3.012 -1.079 1.301  0.088
N 0.888 -3.209 -2.367  0.048
H 2.102 2.233 -2.915  0.051
H 5.091 3.354 -0.158  0.116
O -1.924 1.495 -2.080  -0.017
N -2.432 0.678 3.294  0.166
H -3.215 0.599 3.927  0.110
H -2.129 2.338 -2.484  0.089
H -3.177 1.922 -0.954  -0.035
H -2.362 -2.512 -1.412  0.059
H -0.263 0.884 0.317  0.013
H 1.825 2.605 2.008  0.119

Properties
HOMO energy ... -8.7 eV
Structure (SMILES) ... COC[C@H](C)N.NC(N)=O.NC(N)=O.O.O.O.O
Energy above the lowest of the compared OMol25 structures with the same formula, charge and spin ... 41.7 kcal per mole



Entry from OMol25: a single C16H26N6O5S molecule (ωB97M-V/def2-TZVPD).

Last column: Löwdin charge in e.
Geometry (Å):
C 1.003 1.659 5.225  -0.597
O 1.120 2.126 1.851  -0.009
C 0.615 -0.974 12.395  -0.431
H -0.036 3.174 4.021  0.109
H 1.901 -0.823 15.257  0.133
H 2.889 -1.828 9.033  0.132
H 0.159 2.076 1.858  0.090
C 0.990 2.891 4.262  -0.080
H 1.867 -0.073 4.061  0.123
S -0.520 1.496 6.197  0.904
H 3.068 2.709 9.101  0.126
H 0.440 -1.700 9.231  0.121
H 2.672 2.074 3.124  0.148
C 0.860 -0.894 15.523  -0.125
C 3.286 2.068 8.246  -0.141
H 4.174 2.448 7.742  0.127
H 1.552 3.770 4.572  0.123
H -0.752 -0.742 5.311  0.031
H 4.333 0.639 9.473  0.131
O 3.368 1.488 5.539  0.075
C 1.056 -1.645 10.130  -0.118
C 3.539 0.648 8.715  -0.196
N -1.325 -0.764 15.276  0.188
H 0.189 0.395 3.641  0.111
N 0.362 -1.348 16.649  0.132
O 1.356 -1.846 12.815  0.067
H -1.509 0.132 10.740  0.098
H 0.216 -0.729 6.808  0.034
N 0.381 -0.770 11.080  -0.085
N -0.134 -0.533 14.695  -0.116
C -0.445 0.319 10.576  -0.031
C 2.444 -1.155 9.777  -0.189
C 2.287 1.731 6.054  -0.486
H -1.113 0.185 13.067  0.125
C -1.986 -1.667 17.475  -0.504
H -0.176 1.272 11.032  0.094
C -0.648 -0.301 6.299  -0.380
H -0.267 0.418 9.508  0.072
H 3.857 0.025 7.872  0.128
H -0.406 -2.212 18.666  0.085
H 1.128 -2.641 10.565  0.130
N -1.408 -2.151 18.600  0.164
C -0.981 -1.252 16.446  -0.285
O 2.328 0.153 9.255  -0.155
N 2.161 2.136 7.336  0.062
H 3.083 -1.157 10.667  0.131
O -3.182 -1.572 17.304  0.059
C 1.163 0.752 3.982  -0.088
H -1.545 -0.521 6.877  0.034
H -1.998 -2.469 19.347  0.110
H 0.454 0.944 13.339  0.141
H 1.232 2.111 7.727  0.071
C 1.590 1.988 3.168  -0.359
C -0.083 -0.008 13.354  -0.033

Properties
HOMO energy ... -9.2 eV
Structure (SMILES) ... CS[C@]1(C(=O)NCCOCCN(C)C(=O)Cn2cnc(C(N)=O)n2)C[C@H](O)C1
Energy above the lowest of the compared OMol25 structures with the same formula, charge and spin ... 39.9 kcal per mole



Entry from OMol25: 6 unconnected molecules or ions with the total composition C38H67O6S at a distorted geometry (ωB97M-V/def2-TZVPD).

Last column: Löwdin charge in e.
Geometry (Å):
O 6.650 1.756 -3.264  -0.158
C 3.106 -4.134 3.614  -0.183
H -6.100 -2.426 -0.962  0.120
H 2.276 -0.657 0.999  0.093
C 0.876 -4.222 7.560  -0.210
O -3.577 3.080 -1.002  -0.201
H -5.224 6.113 -9.140  0.114
H -1.133 -4.909 7.176  0.113
C 2.296 -6.532 3.376  -0.232
H -0.629 3.268 -0.271  0.092
C 0.064 -6.318 8.288  -0.166
C -4.391 4.252 -0.819  -0.190
H -3.884 4.940 -0.141  0.117
H -5.315 0.590 1.373  0.110
H -6.173 6.269 -5.369  0.118
H 4.039 0.013 2.369  0.118
C 2.537 2.590 -2.487  -0.042
H 2.823 3.562 -2.859  0.122
H 0.533 -6.360 9.273  0.116
H -3.801 -0.604 -0.136  0.101
H 0.030 -7.154 1.360  0.086
C 1.286 1.108 1.862  -0.310
C -5.745 -0.133 0.680  -0.163
H 7.401 1.320 -5.133  0.118
H 5.826 0.200 -2.175  0.099
H -6.411 5.407 -8.039  0.115
H 1.207 -0.960 2.336  0.118
H -3.377 5.318 -7.793  0.117
O 1.675 -5.230 6.936  -0.159
O -4.418 5.410 -6.020  -0.168
C -0.881 3.508 2.903  0.154
C 1.107 -6.521 7.200  -0.203
H -0.880 -4.409 8.851  0.112
C -4.618 4.840 -2.202  -0.160
O 1.197 -7.354 3.026  -0.183
H -4.538 4.003 -7.531  0.117
H 3.787 1.472 -3.856  0.117
H 0.651 -6.892 6.276  0.114
H 8.394 -0.739 -1.983  0.114
H -1.940 2.220 0.229  0.083
C -5.430 -1.584 -1.161  -0.203
O -6.214 -0.478 -1.614  -0.137
H 2.750 -1.637 4.541  0.112
H 2.338 -6.550 4.464  0.110
C -6.285 0.513 -0.587  -0.199
C 1.786 0.132 -1.542  -0.090
H 1.030 -8.586 1.369  0.085
H 8.154 2.705 -4.320  0.118
C -0.930 3.129 1.771  -0.181
H -6.542 -0.670 1.198  0.116
H 2.749 -3.864 4.604  0.099
H -6.388 7.733 -7.283  0.114
H 0.707 -3.407 6.852  0.109
H -5.543 5.409 -2.270  0.117
H -3.791 5.502 -2.472  0.117
C 2.682 0.204 -2.592  -0.046
C 7.886 -0.213 -2.790  -0.170
H 4.049 -2.936 2.107  0.120
H -5.667 1.366 -0.891  0.094
C -4.732 -1.123 0.112  -0.172
H -4.732 -1.876 -1.946  0.115
C 2.099 -5.082 2.959  -0.195
S 0.183 1.067 0.409  1.235
C 1.643 2.530 -1.437  -0.060
H 1.772 -7.033 1.032  0.080
H -2.529 3.000 -2.777  0.116
C 3.196 -2.830 2.778  -0.212
H -4.636 7.823 -7.492  0.115
H 7.472 -0.957 -3.475  0.115
C 6.784 0.711 -2.291  -0.210
H -0.728 -7.064 8.257  0.114
H 2.279 -5.004 1.882  0.100
H -4.495 -1.945 0.786  0.111
H -3.697 1.682 -2.534  0.116
H 2.314 -2.807 2.140  0.087
C -5.463 7.164 -7.218  -0.168
H 4.393 -1.591 3.994  0.120
C 3.362 -1.590 3.642  -0.200
H -4.370 3.805 -4.127  0.100
H 1.900 -7.208 7.495  0.120
H -5.335 3.942 -0.358  0.117
C -0.918 2.518 0.460  -0.320
C 1.952 -0.259 1.956  -0.260
H 3.245 -6.926 3.004  0.130
C -3.531 2.753 -2.405  -0.196
C 3.141 -0.255 2.926  -0.191
C -5.445 5.914 -8.093  -0.168
H -7.316 0.853 -0.480  0.121
H 0.695 1.275 2.752  0.093
C 1.015 -7.529 1.637  -0.114
H -4.719 7.266 -5.161  0.116
H 3.010 0.549 3.650  0.113
H 3.061 -0.704 -3.032  0.120
H 7.052 1.170 -1.333  0.118
H 2.015 1.894 1.682  0.114
C 8.781 0.756 -3.552  -0.168
H 1.463 -0.825 -1.156  0.113
H 9.416 0.276 -4.294  0.115
H -0.845 3.803 3.923  0.051
C -4.374 5.074 -7.413  -0.201
C 3.068 1.451 -3.052  -0.044
C 1.285 1.280 -0.962  -0.420
C 7.762 1.699 -4.171  -0.199
C -4.595 3.596 -3.083  -0.155
H -5.561 3.087 -3.035  0.120
H 1.078 -4.737 3.110  0.126
H 1.429 -3.826 8.418  0.118
H 9.422 1.299 -2.855  0.116
H 4.078 -4.619 3.658  0.119
C -5.229 6.576 -5.834  -0.208
H 1.237 3.420 -0.984  0.110
C -0.414 -4.899 7.998  -0.170

Properties
Net charge ... +1
HOMO energy ... -11.0 eV



Entry from OMol25: a molecular structure, C50H44BrCaN3O2P2STe (ωB97M-V/def2-TZVPD).

Last column: Löwdin charge in e.
Geometry (Å):
Ca 0.543 0.313 0.011  1.214
H 1.504 -1.133 4.016  0.061
C 1.602 -2.153 -6.170  -0.557
C -0.352 5.603 -1.697  -0.123
C -3.652 1.721 -1.886  -0.088
H 3.812 -2.448 -3.983  0.113
H 5.745 -1.838 -5.382  0.106
P 2.084 -0.840 -2.192  0.827
H -2.444 2.962 1.620  0.127
N -0.728 -1.273 1.404  0.022
C -2.552 -2.702 -4.138  -0.100
H -0.671 -4.658 -2.122  0.086
H 5.214 -3.147 0.869  0.098
H -4.916 0.272 -0.921  0.101
H -0.551 1.096 -3.080  0.057
H 1.264 4.324 -2.263  0.115
C -1.632 -3.033 -3.147  -0.379
H 4.198 -5.396 0.597  0.097
H 6.036 1.452 2.918  0.071
H -3.404 -5.802 -5.205  0.099
H -3.889 -3.418 -5.650  0.103
H 3.719 2.447 2.966  0.096
H -3.309 -1.568 -1.161  0.107
O 1.850 0.460 1.916  -0.649
P -0.635 -1.792 -2.251  0.837
C -1.486 5.763 -0.893  -0.712
C 2.760 -2.357 -1.346  -0.373
H 5.411 2.231 -4.086  0.099
C -1.564 2.633 1.056  -0.074
H 4.309 -1.232 -0.371  0.084
H 2.630 -1.556 5.314  0.081
C -1.099 3.577 0.067  -0.144
C 2.736 -4.714 -0.820  -0.086
H -2.720 4.886 0.605  0.106
C -1.436 -2.776 3.630  -0.008
H 3.049 0.793 4.460  0.098
N 2.977 -4.214 -7.488  0.046
C -3.186 -3.694 -4.873  -0.079
C -1.514 0.896 -2.621  -0.131
C -1.374 -4.382 -2.901  -0.120
C 0.052 3.385 -0.761  -0.392
H 2.311 -5.699 -0.974  0.100
H 3.471 1.614 -2.680  0.093
C -2.427 1.941 -2.489  -0.079
H -2.767 -1.662 -4.345  0.098
H 3.838 -2.742 -8.631  0.099
H 2.881 -2.191 3.683  0.079
H -1.788 -6.417 -3.430  0.099
H 1.423 -3.758 -2.233  0.060
C -1.256 -0.646 2.497  -0.165
C 3.983 0.856 -3.263  -0.108
C -3.962 0.453 -1.401  -0.086
C -1.822 -0.385 -2.171  -0.409
C 2.224 -3.626 -1.517  -0.113
N -1.028 1.498 1.335  0.003
C 3.137 -2.939 -7.826  -0.170
S 3.329 0.238 2.179  0.947
H 2.690 -0.866 -7.519  0.091
C 4.363 -3.287 0.213  -0.098
C 1.421 -3.485 -5.811  -0.129
C 4.175 -1.426 -3.989  -0.090
C 3.534 -0.459 -3.220  -0.413
C 0.769 -1.462 -3.248  -1.054
C -1.612 -1.372 3.650  -0.160
C -0.573 -2.572 1.421  -0.122
H -2.373 -1.274 5.673  0.113
H -1.712 -3.351 4.506  0.120
Br -2.497 7.358 -1.008  0.711
C -0.924 -3.380 2.523  -0.034
C 2.125 -4.463 -6.492  -0.159
C 3.799 -4.548 0.055  -0.100
C -1.438 0.783 2.481  -0.198
H 6.554 0.498 -5.433  0.100
C -2.222 0.658 4.783  -0.068
C 5.579 1.812 1.996  -0.128
H -1.938 2.474 3.658  0.110
H 3.607 2.308 1.208  0.095
C 3.400 -0.100 3.938  -0.384
H 5.975 2.807 1.798  0.080
C 2.485 -1.882 -7.205  -0.143
C -3.055 -0.582 -1.537  -0.113
H -4.362 2.533 -1.786  0.103
H -0.774 -4.449 2.468  0.108
C 5.257 -1.082 -4.780  -0.077
H 0.756 -3.752 -4.998  0.080
H -0.152 -3.007 0.520  0.083
H -2.168 2.925 -2.858  0.110
C -2.004 -5.376 -3.634  -0.093
H 5.890 1.159 1.180  0.074
C 3.845 -2.207 -0.484  -0.132
H -2.572 1.190 5.658  0.107
C -2.910 -5.031 -4.627  -0.093
C -1.846 4.766 -0.025  -0.101
O 0.756 2.311 -0.752  -0.268
C -1.874 1.394 3.630  -0.013
H 4.452 -0.270 4.179  0.095
C 4.062 1.876 2.102  -0.381
Te 0.574 -0.631 -5.128  1.235
C 0.397 4.456 -1.629  -0.009
C 2.550 -1.321 4.254  -0.124
C 5.709 0.233 -4.812  -0.088
C 5.071 1.204 -4.054  -0.089
C -2.107 -0.698 4.795  -0.040
H -0.070 6.393 -2.380  0.101
H 1.995 -5.507 -6.223  0.100

Properties
HOMO energy ... -6.3 eV
Energy above the lowest of the compared OMol25 structures with the same formula, charge and spin ... 0.0 kcal per mole



Entry from OMol25: a single C4H9NO3S molecule at a distorted geometry (ωB97M-V/def2-TZVPD).

Last column: Löwdin charge in e.
Geometry (Å):
C 1.616 0.248 -0.171  -0.569
O -1.982 -0.881 0.452  -0.039
H 1.189 2.128 -0.619  0.047
H -1.735 -0.884 1.409  0.075
N -0.262 1.448 0.792  0.048
C -0.697 -0.822 -0.181  -0.460
H 1.993 -1.221 1.999  -0.139
H 0.244 1.822 1.549  0.045
S 0.739 -0.826 2.303  0.745
C -0.912 -0.436 -1.639  -0.028
H -0.217 -0.809 -2.329  0.063
H -1.929 -0.945 -1.853  0.121
H -1.312 1.471 0.964  0.120
H -0.155 -1.770 -0.266  0.142
H -1.050 0.633 -1.878  0.090
C 0.314 0.034 0.536  -0.544
O 1.750 1.443 -0.722  0.170
O 2.406 -0.633 -0.343  0.116

Properties
HOMO energy ... -9.7 eV
Structure (SMILES) ... C[C@H](O)[C@@](N)(S)C(=O)O
Energy above the lowest of the compared OMol25 structures with the same formula, charge and spin ... 9.7 kcal per mole



Entry from OMol25: a molecular structure, C23H27BClI2N10O2W at a distorted geometry (ωB97M-V/def2-TZVPD).

Last column: Löwdin spin population.
Geometry (Å):
C 0.500 4.083 4.392  0.000
N 1.354 0.406 1.999  0.007
C -2.669 -2.903 -3.105  0.002
N 1.688 -0.580 1.120  0.001
C 1.998 -1.678 1.857  0.002
N 2.004 1.461 -0.691  -0.006
C 3.557 1.680 -2.749  0.000
H -3.717 -3.299 0.112  0.000
N -0.377 2.191 3.549  0.000
H 2.874 1.184 -3.421  0.001
H -3.700 -3.630 -4.834  0.000
C 1.519 -0.029 3.242  0.001
H -1.269 3.604 6.446  0.000
H 2.909 -3.527 -5.518  0.000
N -0.620 1.033 -0.479  0.002
C -2.483 2.197 -0.146  0.002
H 0.681 4.914 5.053  0.000
H 2.739 3.965 1.204  0.000
C 1.132 3.810 3.214  0.000
H 2.036 -3.766 2.129  0.000
H -1.755 2.956 1.822  0.000
H 4.144 3.905 -1.107  0.000
H 1.913 4.368 2.736  0.000
N 0.598 2.666 2.701  0.000
N -1.603 -2.162 -1.052  0.011
C -1.634 2.367 0.930  0.002
H 1.342 0.619 4.083  0.000
C 2.653 -4.044 -4.598  -0.003
Cl 0.715 0.197 -3.115  0.069
W 0.791 -0.507 -0.883  0.865
N -0.528 1.653 0.729  0.008
H 4.419 1.031 -2.591  0.000
C -1.823 1.355 -1.025  0.003
H -2.431 2.891 5.324  0.000
B 0.834 1.780 1.506  0.001
H 3.280 -4.837 -4.202  0.000
H -1.882 -2.420 -3.669  0.000
C 2.261 -3.053 1.337  0.001
C 3.395 3.213 -0.766  0.000
H 2.147 -1.992 4.033  0.000
C -4.739 -4.039 -1.634  0.000
H -1.268 1.862 6.142  0.000
O -0.402 -1.416 0.471  -0.004
H -5.551 -4.471 -1.065  0.000
C 2.959 2.076 -1.435  0.000
C -4.728 -4.137 -3.021  0.002
H -3.455 2.638 -0.288  0.000
N -1.487 -2.053 0.183  0.013
I 1.006 -3.632 -3.737  0.005
C 1.933 -1.347 3.198  0.002
O -0.639 -1.637 -1.788  0.001
H 3.921 2.584 -3.233  0.000
N 1.856 2.212 0.446  0.001
C -3.699 -3.569 -3.755  0.000
C -2.697 -2.838 -1.723  0.000
C -0.435 3.041 4.557  0.000
H -3.428 0.898 -2.321  0.000
C -1.403 2.841 5.683  0.000
C -2.341 0.948 -2.366  0.001
C -3.719 -3.382 -0.967  0.001
H 1.641 -3.304 0.478  0.000
H 3.302 -3.189 1.047  0.000
C 2.686 3.254 0.404  0.000
I 3.258 -1.497 -1.484  0.007
H -1.957 0.000 -2.722  0.000
H -2.073 1.702 -3.107  0.000
H -5.532 -4.650 -3.531  0.000

Properties
Expectation value of S² ... 0.76
Net charge ... +2
HOMO energy (spin up / spin down) ... -13.5 / -13.5 eV
Spin multiplicity ... 2
Energy above the lowest of the compared OMol25 structures with the same formula, charge and spin ... 60.2 kcal per mole